[1]
DFT (ωB97M-V with the def2-TZVPD basis set) results for C19H33CrF12N2O15S4 as an isolated structure.

Results
Frontier orbital gap (spin up / spin down) = 5.701 / 5.676 eV
Spin multiplicity = 4
Molar mass = 937.71 g/mol
HOMO level (spin up / spin down) = -2.02 / -2.00 eV
Charge = -2
Max |F| = 5.00 eV/A
Energy above the lowest of the compared OMol25 structures with the same formula, charge and spin = 42.1 kcal/mol

Last column: Mulliken spin population.
Positions of all 86 atoms, in Å:
Cr: 27.331 -1.918 -9.310  3.07
C: 27.265 0.876 -5.497  0.00
F: 28.171 0.002 -5.078  0.00
F: 26.675 1.456 -4.489  0.00
F: 27.983 1.804 -6.217  0.00
S: 25.972 0.016 -6.647  0.00
O: 25.105 -0.823 -5.831  0.00
O: 25.103 1.003 -7.313  0.00
O: 26.804 -0.695 -7.638  -0.05
C: 27.250 -5.748 -6.615  0.00
F: 27.422 -6.120 -5.338  0.00
F: 28.441 -5.970 -7.176  0.00
F: 26.358 -6.538 -7.233  0.00
S: 26.822 -3.874 -6.604  0.00
O: 27.756 -3.268 -5.675  0.00
O: 27.167 -3.313 -7.923  -0.05
O: 25.409 -3.823 -6.250  0.00
C: 27.782 0.993 -12.398  0.01
F: 27.275 1.777 -13.361  0.00
F: 28.073 -0.217 -12.837  0.00
F: 28.850 1.590 -11.873  0.00
S: 26.427 0.898 -11.007  0.01
O: 26.896 -0.250 -10.192  0.01
O: 26.422 2.190 -10.323  0.00
O: 25.228 0.601 -11.729  0.00
C: 23.025 -3.319 -10.404  0.00
F: 23.762 -4.412 -10.613  0.00
F: 22.939 -2.773 -11.621  0.00
F: 21.810 -3.657 -9.944  0.00
S: 23.782 -2.186 -9.165  0.00
O: 25.275 -2.278 -9.381  0.02
O: 23.308 -0.855 -9.464  0.00
O: 23.340 -2.582 -7.833  0.00
C: 28.079 -3.504 -13.962  0.00
C: 27.075 -4.284 -13.100  0.00
C: 26.785 -5.622 -13.797  0.00
C: 27.796 -6.748 -13.532  0.00
C: 27.971 -6.781 -12.017  0.00
C: 28.434 -5.484 -11.295  0.00
N: 27.605 -4.375 -11.734  0.02
O: 27.490 -3.127 -11.018  -0.03
C: 29.945 -5.291 -11.620  0.00
C: 28.328 -5.728 -9.828  0.00
C: 25.681 -3.583 -13.128  0.01
H: 28.878 -4.134 -14.363  0.00
H: 28.652 -2.805 -13.348  0.00
H: 27.631 -2.894 -14.749  0.00
H: 26.917 -5.470 -14.873  0.00
H: 25.763 -5.985 -13.691  0.00
H: 28.784 -6.543 -13.952  0.00
H: 27.381 -7.678 -13.921  0.00
H: 28.521 -7.636 -11.615  0.00
H: 26.987 -6.954 -11.566  0.00
H: 30.395 -6.257 -11.374  0.00
H: 30.458 -4.529 -11.035  0.00
H: 30.071 -5.059 -12.678  0.00
H: 28.803 -6.673 -9.550  0.00
H: 27.260 -5.823 -9.616  0.00
H: 28.750 -4.976 -9.163  0.01
H: 25.095 -3.804 -14.024  0.00
H: 25.715 -2.504 -12.973  0.00
H: 24.999 -3.909 -12.342  0.00
C: 31.819 -5.164 -7.731  0.00
O: 30.935 -4.195 -8.279  0.00
C: 31.570 -3.157 -8.965  0.00
C: 30.547 -2.224 -9.637  0.03
N: 29.395 -1.985 -8.705  -0.10
C: 29.729 -1.143 -7.503  0.00
C: 30.083 0.309 -7.758  0.01
O: 29.177 0.891 -8.713  0.01
C: 29.367 2.304 -8.729  0.00
H: 32.340 -5.759 -8.490  0.00
H: 31.337 -5.921 -7.118  0.00
H: 32.648 -4.659 -7.227  0.00
H: 32.217 -3.558 -9.751  0.00
H: 32.125 -2.559 -8.234  0.00
H: 30.176 -2.556 -10.606  0.01
H: 31.059 -1.283 -9.855  0.00
H: 29.552 -2.906 -8.294  0.02
H: 30.407 -1.680 -6.838  0.00
H: 28.819 -1.059 -6.914  0.01
H: 31.080 0.485 -8.182  0.00
H: 29.961 0.876 -6.835  0.00
H: 28.426 2.837 -8.831  0.00
H: 30.221 2.377 -9.412  0.00
H: 29.815 2.614 -7.779  0.00

=====

[2]
DFT (ωB97M-V with the def2-TZVPD basis set) results for an isolated ion of composition C4H11N2 and charge +1.

Results
Frontier orbital gap = 8.179 eV
Molar mass = 87.15 g/mol
HOMO level = -11.94 eV
SMILES = N/C=C/CC[NH3+]
Charge = +1
Max |F| = 7.12 eV/A
Energy above the lowest of the compared OMol25 structures with the same formula, charge and spin = 77.4 kcal/mol

Last column: Löwdin charge in e.
Positions of all 17 atoms, in Å:
C: -0.003 -1.773 0.735  -0.10
C: 0.546 -0.781 -0.261  -0.23
C: -0.286 0.428 -0.564  -0.16
C: 0.295 1.398 -1.236  -0.23
N: -0.090 2.573 -1.918  0.02
N: -0.452 -0.969 2.088  0.18
H: 0.783 -2.624 0.994  0.17
H: -1.018 -2.230 0.516  0.14
H: 1.490 -0.358 0.189  0.14
H: 0.782 -1.263 -1.205  0.13
H: -1.286 0.512 -0.520  0.07
H: 1.378 1.218 -1.475  0.14
H: -1.026 2.785 -2.485  0.16
H: 0.548 3.348 -1.726  0.09
H: 0.181 -0.141 2.190  0.17
H: -1.527 -0.683 1.787  0.25
H: -0.313 -1.441 2.890  0.08

=====

[3]
DFT (ωB97M-V with the def2-TZVPD basis set) results for a 2-piece molecular cluster, CH4O3 overall.

Results
Frontier orbital gap = 11.568 eV
Molar mass = 64.04 g/mol
HOMO level = -11.23 eV
SMILES = O=CO.O
Charge = 0
Max |F| = 0.72 eV/A
Energy above the lowest of the compared OMol25 structures with the same formula, charge and spin = 10.1 kcal/mol

Last column: Löwdin charge in e.
Positions of all 8 atoms, in Å:
O: -0.821 0.360 1.725  0.10
C: -0.103 -0.500 1.324  -0.39
O: 0.162 -0.644 0.011  0.06
H: 0.363 -1.224 2.008  0.14
H: 0.816 -1.349 -0.093  0.12
H: -0.147 0.188 -2.685  0.03
H: 0.513 0.897 -1.518  0.01
O: 0.521 0.850 -2.485  -0.07

=====

[4]
DFT (ωB97M-V with the def2-TZVPD basis set) results for C5H4S as an isolated structure.

Results
Frontier orbital gap (spin up / spin down) = 7.120 / 7.124 eV
Molar mass = 96.15 g/mol
HOMO level (spin up / spin down) = -8.38 / -8.38 eV
Charge = 0
Max |F| = 2.33 eV/A
Energy above the lowest of the compared OMol25 structures with the same formula, charge and spin = 120.2 kcal/mol

Last column: Löwdin charge in e.
Positions of all 10 atoms, in Å:
C: 0.499 -0.313 1.091  -0.11
C: 1.787 -0.443 0.878  0.14
C: -0.901 -0.393 0.635  -0.13
C: 1.071 0.451 -0.143  -0.18
C: -0.390 0.245 -0.659  -0.74
S: 0.049 -0.816 -2.047  0.56
H: -1.286 -1.409 0.571  0.12
H: -1.595 0.252 1.172  0.12
H: 1.651 1.265 -0.533  0.12
H: -0.886 1.161 -0.964  0.10

=====

[5]
DFT (ωB97M-V with the def2-TZVPD basis set) results for one molecule with the formula C3H2O.

Results
Frontier orbital gap = 9.105 eV
Molar mass = 54.05 g/mol
HOMO level = -9.47 eV
SMILES = C=C=C=O
Charge = 0
Max |F| = 1.28 eV/A
Energy above the lowest of the compared OMol25 structures with the same formula, charge and spin = 6.3 kcal/mol

Last column: Löwdin charge in e.
Positions of all 6 atoms, in Å:
O: -2.179 0.482 -0.520  0.21
C: -1.038 0.608 -0.396  -0.23
C: 0.281 0.808 -0.292  -0.08
C: 0.831 -0.302 0.245  -0.01
H: 0.214 -1.157 0.529  0.06
H: 1.891 -0.439 0.433  0.05

=====

[6]
DFT (ωB97M-V with the def2-TZVPD basis set) results for C4H6N2 as an isolated structure.

Results
Frontier orbital gap = 10.523 eV
Molar mass = 82.11 g/mol
HOMO level = -10.12 eV
Charge = 0
Max |F| = 4.47 eV/A
Energy above the lowest of the compared OMol25 structures with the same formula, charge and spin = 111.1 kcal/mol

Last column: Löwdin charge in e.
Positions of all 12 atoms, in Å:
N: -3.032 1.017 0.396  0.15
C: -1.900 0.782 0.390  -0.16
C: -0.472 0.485 0.402  -0.45
C: 0.166 -0.892 0.306  -0.12
C: 1.333 -0.080 -0.265  -0.26
N: 0.315 0.886 -0.777  -0.02
H: -0.021 0.795 1.358  0.15
H: 0.272 -1.502 1.239  0.11
H: -0.352 -1.205 -0.938  0.18
H: 1.905 -0.525 -1.067  0.10
H: 2.026 0.326 0.493  0.12
H: -0.241 -0.087 -1.538  0.19

=====

[7]
DFT (ωB97M-V with the def2-TZVPD basis set) results for a 9-piece molecular cluster, C40H63ClN5O25 overall.

Results
Frontier orbital gap = 10.136 eV
Molar mass = 1049.41 g/mol
HOMO level = -12.40 eV
Charge = +1
Max |F| = 1.76 eV/A

Last column: Löwdin charge in e.
Positions of all 134 atoms, in Å:
C: 1.705 -0.435 3.083  0.04
C: 0.311 -0.680 2.649  -0.41
O: -0.668 -0.256 3.241  0.11
N: 0.147 -1.486 1.448  -0.05
C: 0.269 -0.690 0.206  0.02
N: -1.014 -2.222 1.532  -0.01
N: -2.276 -1.707 1.404  0.20
C: -3.153 -2.704 1.584  -0.34
N: -4.472 -2.548 1.559  0.23
N: -2.457 -3.843 1.808  0.22
C: -1.183 -3.539 1.763  -0.20
C: -0.164 -4.589 1.997  -0.15
C: 0.839 -4.821 0.877  -0.68
C: 1.904 -3.762 0.725  -0.14
Cl: 1.679 -6.360 1.320  0.64
H: 1.720 -0.455 4.158  0.10
H: 2.399 -1.155 2.680  0.07
H: 2.002 0.541 2.716  0.11
H: 0.071 0.361 0.362  0.10
H: -0.418 -1.085 -0.524  0.10
H: 1.259 -0.819 -0.203  0.07
H: -2.530 -0.746 1.246  0.19
H: -4.858 -1.642 1.737  0.13
H: -5.131 -3.314 1.418  0.08
H: 0.345 -4.465 2.942  0.13
H: -0.731 -5.498 2.090  0.08
H: 0.333 -5.037 -0.050  0.10
H: 1.911 -3.103 1.574  0.05
H: 2.890 -4.181 0.629  0.06
H: 1.709 -3.158 -0.148  0.06
C: -9.577 -7.212 2.059  -0.01
C: -8.361 -6.353 2.274  -0.31
C: -8.624 -4.979 2.845  -0.07
O: -7.501 -4.228 2.329  0.06
C: -7.121 -4.826 1.182  -0.57
O: -6.345 -4.343 0.402  0.12
O: -7.726 -6.000 1.019  0.12
H: -9.312 -8.108 1.502  0.10
H: -10.008 -7.508 3.014  0.10
H: -10.332 -6.678 1.480  0.09
H: -7.626 -6.889 2.871  0.15
H: -8.637 -4.954 3.931  0.14
H: -9.540 -4.528 2.461  0.14
C: 4.432 2.738 -1.048  -0.02
C: 4.469 1.854 0.163  -0.30
C: 5.844 1.420 0.615  -0.07
O: 5.554 0.162 1.270  0.08
C: 4.447 -0.338 0.702  -0.59
O: 4.032 -1.445 0.891  0.12
O: 3.852 0.561 -0.096  0.08
H: 3.411 2.863 -1.384  0.07
H: 4.845 3.718 -0.817  0.11
H: 4.990 2.302 -1.873  0.06
H: 3.919 2.319 0.985  0.15
H: 6.309 2.116 1.307  0.14
H: 6.516 1.225 -0.214  0.12
C: -3.126 -7.042 2.377  -0.04
C: -4.166 -7.879 3.070  -0.33
C: -3.646 -9.095 3.805  -0.09
O: -4.783 -9.968 3.775  0.07
C: -5.513 -9.653 2.680  -0.56
O: -6.425 -10.286 2.264  0.17
O: -5.060 -8.495 2.126  0.07
H: -3.593 -6.290 1.746  0.07
H: -2.495 -6.539 3.109  0.08
H: -2.499 -7.659 1.731  0.10
H: -4.769 -7.250 3.735  0.16
H: -3.351 -8.887 4.830  0.14
H: -2.820 -9.581 3.282  0.14
C: 1.218 7.217 -3.611  -0.03
C: 1.014 5.862 -2.984  -0.29
C: -0.273 5.673 -2.212  -0.07
O: 0.104 4.650 -1.256  0.05
C: 1.430 4.769 -1.048  -0.59
O: 2.030 4.201 -0.184  0.12
O: 1.988 5.607 -1.935  0.09
H: 2.238 7.293 -3.992  0.09
H: 0.525 7.375 -4.427  0.09
H: 1.090 8.006 -2.881  0.08
H: 1.132 5.080 -3.740  0.16
H: -1.101 5.337 -2.827  0.14
H: -0.573 6.559 -1.660  0.12
C: 2.960 -4.677 -3.203  -0.02
C: 3.388 -3.405 -3.889  -0.33
C: 2.864 -2.147 -3.247  -0.10
O: 2.836 -1.242 -4.357  0.06
C: 2.675 -1.985 -5.487  -0.55
O: 2.436 -1.541 -6.557  0.18
O: 2.829 -3.310 -5.209  0.09
H: 3.231 -5.546 -3.801  0.09
H: 3.430 -4.770 -2.224  0.09
H: 1.877 -4.707 -3.076  0.09
H: 4.477 -3.371 -3.989  0.15
H: 3.509 -1.773 -2.454  0.13
H: 1.844 -2.255 -2.864  0.13
C: -3.428 11.785 -0.929  -0.01
C: -3.441 10.495 -1.705  -0.31
C: -3.513 9.238 -0.869  -0.08
O: -2.866 8.276 -1.724  0.06
C: -2.000 8.955 -2.501  -0.55
O: -1.160 8.423 -3.165  0.12
O: -2.186 10.279 -2.399  0.11
H: -3.212 12.623 -1.590  0.09
H: -4.395 11.952 -0.456  0.09
H: -2.655 11.765 -0.162  0.08
H: -4.236 10.513 -2.456  0.16
H: -4.529 8.929 -0.640  0.14
H: -2.934 9.302 0.051  0.11
C: 7.840 -3.625 -2.712  -0.02
C: 7.509 -2.302 -3.353  -0.33
C: 8.680 -1.363 -3.523  -0.07
O: 8.023 -0.082 -3.506  0.09
C: 6.894 -0.213 -2.787  -0.54
O: 6.201 0.687 -2.431  0.15
O: 6.637 -1.514 -2.513  0.08
H: 6.928 -4.176 -2.479  0.08
H: 8.453 -4.230 -3.378  0.10
H: 8.375 -3.478 -1.774  0.09
H: 6.993 -2.463 -4.305  0.16
H: 9.220 -1.507 -4.454  0.14
H: 9.380 -1.406 -2.687  0.14
C: -0.599 5.708 2.367  -0.02
C: -0.063 7.020 1.861  -0.32
C: 0.750 7.819 2.855  -0.08
O: 0.554 9.163 2.387  0.08
C: -0.636 9.205 1.755  -0.56
O: -1.178 10.199 1.392  0.16
O: -1.129 7.954 1.577  0.08
H: -1.297 5.281 1.649  0.09
H: 0.215 5.002 2.526  0.09
H: -1.139 5.845 3.305  0.09
H: 0.496 6.864 0.935  0.15
H: 1.806 7.563 2.853  0.14
H: 0.360 7.747 3.873  0.14

=====

[8]
DFT (ωB97M-V with the def2-TZVPD basis set) results for C14H10N5O4S3W as an isolated structure.

Results
Frontier orbital gap = 6.828 eV
Molar mass = 592.31 g/mol
HOMO level = -11.40 eV
Charge = +1
Max |F| = 0.14 eV/A
Energy above the lowest of the compared OMol25 structures with the same formula, charge and spin = 0.0 kcal/mol

Last column: Löwdin charge in e.
Positions of all 37 atoms, in Å:
W: -0.572 0.596 -0.511  0.96
O: -2.911 0.662 -4.056  0.22
C: -2.386 0.421 -2.887  -0.42
O: -1.442 1.072 -2.415  -0.13
C: -2.925 -0.674 -2.081  -0.15
C: -3.964 -1.547 -2.366  0.06
C: -4.279 -2.508 -1.416  0.01
C: -3.560 -2.568 -0.223  0.07
C: -2.538 -1.663 -0.029  -0.15
N: -2.235 -0.743 -0.940  0.00
C: -1.650 -1.548 1.175  -0.46
O: -1.723 -2.198 2.162  0.20
O: -0.734 -0.550 0.985  -0.24
H: -2.454 1.397 -4.496  0.17
H: -4.502 -1.471 -3.300  0.14
H: -5.082 -3.208 -1.602  0.13
H: -3.776 -3.299 0.545  0.14
S: 1.380 1.798 -0.055  0.62
C: 2.293 0.633 -1.011  -1.00
S: 1.124 -0.425 -1.788  0.64
C: 3.634 0.596 -1.122  -0.33
C: 4.278 -0.392 -1.934  -0.20
N: 4.787 -1.178 -2.599  0.20
C: 4.425 1.562 -0.419  -0.22
N: 5.003 2.359 0.174  0.19
S: -2.001 2.451 0.183  0.66
C: -0.909 3.371 1.179  -0.83
N: -0.407 4.544 0.850  0.05
C: 0.489 5.074 1.887  -0.09
C: 0.594 3.881 2.861  -0.10
N: -0.459 2.986 2.361  0.04
H: -0.617 4.997 -0.023  0.16
H: 0.042 5.951 2.353  0.13
H: 1.451 5.344 1.459  0.13
H: 0.401 4.168 3.891  0.13
H: 1.562 3.384 2.796  0.12
H: -0.641 2.064 2.724  0.15

=====

[9]
DFT (ωB97M-V with the def2-TZVPD basis set) results for C45H36N2OP2PdS as an isolated structure.

Results
Frontier orbital gap (spin up / spin down) = 7.625 / 6.589 eV
Spin multiplicity = 3
Molar mass = 821.23 g/mol
HOMO level (spin up / spin down) = -12.67 / -13.73 eV
Charge = +2
Max |F| = 1.60 eV/A
Energy above the lowest of the compared OMol25 structures with the same formula, charge and spin = 18.3 kcal/mol

Last column: Mulliken spin population.
Positions of all 88 atoms, in Å:
Pd: 0.082 0.056 0.042  0.88
O: 2.172 0.084 2.716  0.08
S: 0.853 -0.262 2.239  0.12
C: 0.583 -2.016 2.633  0.04
C: 0.966 -2.498 3.874  0.01
C: 0.848 -3.850 4.151  0.00
C: 0.366 -4.718 3.181  0.00
C: 0.006 -4.237 1.935  -0.01
C: 0.107 -2.874 1.648  -0.03
P: -0.370 -2.333 -0.031  0.15
C: -2.110 -2.837 -0.148  0.06
C: -2.721 -2.712 -1.397  0.03
C: -4.034 -3.109 -1.570  0.00
C: -4.752 -3.616 -0.497  0.01
C: -4.159 -3.712 0.750  0.00
C: -2.845 -3.315 0.934  0.00
C: 0.578 -3.489 -1.064  0.02
C: 0.003 -4.535 -1.779  0.02
C: 0.810 -5.342 -2.563  0.00
C: 2.173 -5.109 -2.647  0.01
C: 2.750 -4.079 -1.916  -0.01
C: 1.957 -3.269 -1.126  0.00
C: -0.338 0.553 3.335  0.04
C: 0.086 0.972 4.584  0.01
C: -0.808 1.610 5.429  0.00
C: -2.116 1.819 5.018  0.01
C: -2.530 1.426 3.756  0.00
C: -1.632 0.809 2.885  0.04
P: -2.117 0.354 1.182  0.15
C: -2.306 1.912 0.230  -0.07
C: -1.771 1.904 -1.062  0.07
C: -1.859 3.033 -1.859  0.01
C: -2.500 4.167 -1.382  0.00
C: -3.035 4.176 -0.102  0.00
C: -2.936 3.057 0.708  0.00
C: -3.828 -0.207 1.397  0.08
C: -4.192 -0.924 2.536  0.05
C: -5.516 -1.265 2.733  -0.01
C: -6.471 -0.931 1.784  0.03
C: -6.094 -0.283 0.617  -0.01
C: -4.773 0.068 0.411  0.03
H: 1.370 -1.818 4.606  0.00
H: 1.146 -4.226 5.117  0.00
H: 0.278 -5.772 3.395  0.00
H: -0.351 -4.914 1.170  0.00
H: -2.150 -2.321 -2.231  0.00
H: -4.495 -3.039 -2.542  0.00
H: -5.772 -3.941 -0.636  0.00
H: -4.717 -4.109 1.584  0.00
H: -2.396 -3.398 1.913  0.00
H: -1.058 -4.734 -1.719  0.00
H: 0.367 -6.158 -3.109  0.00
H: 2.790 -5.734 -3.273  0.00
H: 3.815 -3.914 -1.967  0.00
H: 2.396 -2.476 -0.524  0.00
H: 1.113 0.809 4.871  0.00
H: -0.484 1.938 6.405  0.00
H: -2.819 2.304 5.678  0.00
H: -3.550 1.592 3.442  0.00
H: -1.329 0.974 -1.460  0.01
H: -1.434 3.036 -2.851  0.00
H: -2.584 5.038 -2.012  0.00
H: -3.532 5.060 0.264  0.00
H: -3.345 3.079 1.707  0.00
H: -3.446 -1.180 3.276  0.01
H: -5.805 -1.780 3.635  0.00
H: -7.507 -1.175 1.955  0.00
H: -6.835 -0.034 -0.126  0.00
H: -4.478 0.581 -0.494  0.00
N: 1.791 0.260 -1.583  0.11
C: 2.501 1.507 -1.454  -0.02
C: 3.665 1.741 -2.144  0.01
C: 4.325 2.974 -2.049  0.00
C: 3.798 3.985 -1.292  0.00
C: 2.622 3.776 -0.541  0.00
C: 2.054 4.760 0.293  0.00
C: 0.994 4.430 1.096  0.01
C: 0.487 3.126 1.046  -0.01
N: 0.928 2.210 0.214  0.08
C: 1.983 2.503 -0.587  0.02
H: 1.250 0.260 -2.454  -0.01
H: 2.459 -0.510 -1.659  0.00
H: 4.081 0.966 -2.770  0.00
H: 5.247 3.116 -2.591  0.00
H: 4.288 4.945 -1.233  0.00
H: 2.470 5.755 0.314  0.00
H: 0.554 5.148 1.767  0.00
H: -0.311 2.835 1.719  0.01